Entry 1:
DFT (ωB97M-V/def2-TZVPD) results for a structure of composition C24H30BCrF4N6OS.

Values from the calculation:
- Total charge: +2
- Multiplicity: 4
- Orbital gap (alpha / beta): 9.717 / 9.198 eV

Atoms and positions in Å:
Cr1 -0.29524 -0.62524 -0.06675
S1 -2.47552 1.62879 -0.28795
F1 -2.04609 -1.36206 -0.09849
F2 -4.26782 -2.00062 0.34532
F3 -3.04109 -3.18554 -1.20592
F4 -2.56615 -3.39248 1.02504
O1 -1.11840 1.14035 0.26384
N1 0.68566 -2.42711 -0.24924
N2 1.02270 2.45140 -1.57472
N3 -0.27509 -0.48825 -2.10126
N4 -0.20978 -0.83814 1.98679
N5 -0.30171 -0.42098 4.13624
N6 1.72561 0.00168 -0.26952
C1 0.63235 3.56775 -2.19508
C2 0.91045 -0.18684 -2.64378
C3 0.83342 -4.77211 -0.58474
C4 -0.25895 -2.03985 2.66436
C5 -0.31624 0.30832 5.40215
C6 0.76790 4.82933 -1.64414
C7 -0.06192 -0.13188 -4.81806
C8 2.09326 -0.14503 -1.72172
C9 2.14822 -4.75342 -0.14632
C10 -3.66260 1.22772 0.97428
C11 0.12806 -3.58457 -0.62962
C12 1.33802 4.93735 -0.38235
C13 -1.28989 -0.44506 -4.24971
C14 1.75470 3.78653 0.26310
C15 -0.24394 0.11144 2.91201
C16 2.73167 -3.54537 0.21377
C17 2.48391 -1.03157 0.49995
C18 -1.35928 -0.61773 -2.88443
C19 1.05268 -0.00428 -4.00819
C20 2.13348 1.32164 0.28579
C21 -0.31248 -1.78746 3.99693
C22 -2.36821 3.38480 -0.04294
C23 1.58137 2.56439 -0.37913
C24 1.96696 -2.39895 0.14980
B1 -3.13655 -2.66207 0.03880
H1 -0.29415 -2.98398 2.15058
H2 -1.06877 -0.12686 6.05423
H3 -0.37390 -2.44672 4.84469
H4 2.02171 0.23626 -4.42409
H5 2.22588 3.83764 1.23666
H6 -1.59600 3.77024 -0.70328
H7 0.35249 -5.68945 -0.89127
H8 2.72256 -5.66882 -0.09756
H9 -3.78897 0.14743 0.98639
H10 -3.29941 1.60154 1.93097
H11 -2.17845 -0.56488 -4.85184
H12 -2.11963 3.57898 0.99971
H13 -3.33273 3.82052 -0.30197
H14 -4.60423 1.70674 0.70508
H15 -2.27913 -0.88840 -2.38539
H16 2.35343 -0.83345 1.56422
H17 3.55058 -0.95248 0.27158
H18 1.86304 1.31409 1.34283
H19 -0.57223 1.34656 5.20852
H20 3.76445 -3.49485 0.53050
H21 -0.89732 -3.54536 -0.97056
H22 -0.26872 1.17215 2.72475
H23 3.22938 1.37063 0.25147
H24 0.19767 3.43888 -3.18069
H25 0.44633 5.70358 -2.19268
H26 1.46868 5.90530 0.08260
H27 0.66067 0.25249 5.87664
H28 0.02589 0.00638 -5.88750
H29 2.63722 -1.08561 -1.83559
H30 2.77015 0.65658 -2.01317



Entry 2:
DFT (ωB97M-V/def2-TZVPD) results for a structure of composition C24H30Br2MoN3O2S at a distorted geometry.

Values from the calculation:
- Total charge: +3
- Multiplicity: 3
- Orbital gap (alpha / beta): 5.528 / 5.870 eV

Atoms and positions in Å:
Mo1 -0.04028 -0.56368 0.32481
Br1 -0.39282 -3.89058 3.97065
Br2 4.47998 -1.71288 5.72241
S1 -0.88524 2.14051 -1.60922
O1 -0.20697 0.96611 -0.70383
O2 0.10080 -1.73589 1.67855
N1 -2.47373 -3.37922 -1.70992
N2 -1.58512 -1.63684 -0.46865
N3 1.88487 -0.07336 1.39431
C1 -2.79668 -4.06345 -2.99966
C2 0.45056 6.21175 -0.30530
C3 3.08503 -1.72621 4.49557
C4 2.89874 0.77028 1.10378
C5 0.03650 4.56940 -2.03484
C6 -1.91814 -5.27775 -3.25081
C7 2.86173 1.57967 -0.15488
C8 -0.22292 3.63120 -1.03426
C9 -0.12152 3.93827 0.32430
C10 -2.54810 2.12974 -0.97371
C11 -1.14298 -1.71233 -2.88832
C12 3.09895 -0.81961 3.39237
C13 0.99829 -2.67643 3.75095
C14 0.36262 5.85942 -1.65202
C15 -1.76380 -2.29630 -1.65493
C16 4.11353 0.10349 3.08324
C17 2.05951 -2.62425 4.66638
C18 -2.95526 -4.06451 -0.48071
C19 4.00767 0.86742 1.94961
C20 1.00744 -1.80767 2.69410
C21 0.23677 5.22225 0.67071
C22 -1.82631 -4.63768 0.36552
C23 2.02248 -0.87137 2.51272
C24 0.77367 7.62239 0.09520
H1 -2.18574 -5.71547 -4.21217
H2 -3.03719 2.99643 -1.42250
H3 -0.34883 -1.02054 -2.62256
H4 -1.89439 -1.17005 -3.46653
H5 0.33588 5.48359 1.71820
H6 4.79398 1.56142 1.68710
H7 -2.14821 -2.05496 0.26827
H8 1.88213 2.00478 -0.33469
H9 -3.84195 -4.35385 -2.92725
H10 -2.50599 2.23954 0.10782
H11 2.06831 -3.30475 5.50613
H12 -3.59030 -3.38192 0.08823
H13 0.32163 8.33805 -0.59062
H14 0.43641 7.84021 1.10758
H15 -2.72491 -3.34958 -3.81003
H16 -2.25771 -5.18589 1.20274
H17 -0.01581 4.30091 -3.08461
H18 -3.04336 1.21121 -1.28235
H19 0.54940 6.60804 -2.41357
H20 3.13480 0.94901 -1.00567
H21 4.97789 0.19347 3.73039
H22 -1.16962 -3.86865 0.77402
H23 -1.22194 -5.33221 -0.21722
H24 1.85443 7.78488 0.06303
H25 -2.06372 -6.04545 -2.48932
H26 -0.30730 3.19644 1.09139
H27 -0.85895 -5.01184 -3.28048
H28 -0.71753 -2.47957 -3.53021
H29 3.58255 2.39254 -0.10995
H30 -3.60320 -4.86768 -0.81929



Entry 3:
DFT (ωB97M-V/def2-TZVPD) results for a structure of composition C24H30Br48N3S at a distorted geometry.

Values from the calculation:
- Total charge: +1
- Orbital gap: 6.672 eV

Atoms and positions in Å:
Br1 -2.19706 -3.85118 13.08255
Br2 5.13745 -0.19455 7.25685
Br3 -10.75476 0.67795 -3.12354
Br4 3.19674 -4.23228 13.56837
Br5 -5.14216 -1.56728 -3.35156
Br6 -13.47216 2.30859 -3.70770
Br7 3.86557 -0.57136 11.01573
Br8 3.86914 -0.26058 4.29511
Br9 -6.08222 0.39567 2.96304
Br10 -5.10094 -3.87817 -1.10599
Br11 -7.58283 -2.62741 -6.61674
Br12 -0.78504 -5.36082 2.46501
Br13 2.04272 2.97185 -9.36756
Br14 -14.80860 0.23374 -0.84986
Br15 -10.79598 2.98885 -5.36911
Br16 1.34494 3.28908 -13.26851
Br17 8.87374 1.73578 2.90985
Br18 -2.51856 4.21113 -2.10210
Br19 5.51163 -3.19182 10.11677
Br20 -7.81834 -2.24754 -1.69015
Br21 -14.49300 -2.40015 -2.67946
Br22 -2.83943 -7.00165 12.86618
Br23 2.15489 -7.15133 12.68597
Br24 1.37405 -4.56349 10.93158
Br25 4.06234 1.65844 -12.68435
Br26 -13.22468 -2.33412 0.28229
Br27 -2.88227 0.54458 2.61222
Br28 -5.51655 4.41450 -0.93781
Br29 3.13580 -0.21264 -0.21789
Br30 3.62721 3.69871 -3.95656
Br31 -7.60813 0.58388 -6.34856
Br32 -3.79909 1.72240 -0.50494
Br33 3.55353 2.37332 6.12471
Br34 0.58497 -6.55992 -0.19389
Br35 7.42989 1.61595 0.03140
Br36 4.02111 3.96934 -14.92992
Br37 -1.06279 -5.88366 15.31121
Br38 -10.36357 -1.07289 -6.13151
Br39 7.06552 -0.42245 10.66492
Br40 3.83333 -3.23412 -1.09458
Br41 1.56976 1.57940 -6.50018
Br42 2.31073 -2.67507 1.69004
Br43 1.98912 -6.98698 2.67507
Br44 4.10357 0.73471 -8.30330
Br45 2.84637 6.28655 -5.71094
Br46 -4.43616 -2.22480 2.06408
Br47 10.62332 1.24285 0.24886
Br48 4.66905 6.61776 -3.07416
S1 -0.36422 2.63093 0.78258
N1 1.50752 1.92916 -2.87298
N2 3.86425 1.58219 -4.00559
N3 0.55150 2.14898 -1.92795
C1 -5.87444 -2.18045 -1.65689
C2 -8.44609 -1.08516 -5.80411
C3 9.04511 2.09225 1.00521
C4 -1.56187 -5.65378 13.44516
C5 2.70957 -5.38760 12.08108
C6 4.20775 0.10691 -3.97176
C7 4.73894 2.80938 1.64041
C8 3.07446 2.72130 1.51673
C9 -13.69035 -1.29458 -1.29461
C10 4.18188 5.46245 -4.56145
C11 5.54745 -1.54042 11.14422
C12 -4.14828 3.24109 -1.66928
C13 3.01413 1.88682 -2.77161
C14 2.26050 1.35697 -8.30510
C15 3.28883 3.35617 -13.23525
C16 2.93540 -0.90455 -4.20069
C17 4.67178 0.84499 5.67995
C18 1.00280 2.37992 -0.52902
C19 -4.40034 -0.57339 3.09152
C20 0.30735 -6.78661 1.71809
C21 3.68919 2.17362 -1.26814
C22 2.59819 2.43982 -0.02762
C23 2.59287 -2.07898 -0.14010
C24 -11.52826 2.37568 -3.67444
H1 3.34329 1.81182 -4.88104
H2 -0.65343 -5.79821 12.85110
H3 -1.44646 1.86993 0.23401
H4 5.08344 5.32379 -5.16724
H5 -12.75525 -0.89823 -1.70389
H6 4.86826 2.15024 -1.08278
H7 5.60688 1.24134 5.27067
H8 1.91632 -0.52715 -3.76398
H9 2.73866 -1.17360 -5.33421
H10 9.17904 3.17323 0.89303
H11 2.62583 3.74456 1.87131
H12 5.17400 3.79309 1.14292
H13 -4.27211 -0.85333 4.14234
H14 1.14042 1.76266 -3.86132
H15 1.62812 -2.15295 -0.65276
H16 -11.24679 3.11572 -2.91804
H17 -5.59297 -1.44041 -0.90049
H18 3.19561 -1.90128 -3.59753
H19 -0.24977 -7.71975 1.85185
H20 5.10310 2.79344 2.77233
H21 4.96221 -0.07826 -4.86744
H22 3.57031 4.09621 -12.47885
H23 2.67156 1.89289 2.25428
H24 1.65990 0.57620 -8.78332
H25 -8.30713 -1.17447 -4.72164
H26 5.23216 1.85279 1.13131
H27 5.67568 -1.82035 12.19504
H28 -4.54064 2.83961 -2.60944
H29 3.61113 -5.52625 11.47529
H30 4.79085 -0.17510 -2.99081



Entry 4:
DFT (ωB97M-V/def2-TZVPD) results for a structure of composition C24H30BrCl8NO6 at a distorted geometry.

Values from the calculation:
- Orbital gap: 9.045 eV

Atoms and positions in Å:
Br1 -1.68160 4.52677 2.35952
Cl1 -4.02123 -9.47027 0.26744
Cl2 -3.52670 -7.89849 -2.14142
Cl3 0.55894 -4.65642 3.43132
Cl4 -4.13286 -4.04417 0.20772
Cl5 2.63223 -4.40023 -0.05242
Cl6 -2.76055 -6.23686 1.56142
Cl7 4.13613 -1.96490 -0.61138
Cl8 -0.81597 -2.46267 2.07689
O1 -2.67828 -0.39905 -0.45022
O2 2.10232 1.50830 0.68796
O3 -0.72299 3.95569 -2.85646
O4 -2.06007 4.06524 -0.90633
O5 2.80650 4.52889 -1.51169
O6 1.15840 6.03385 -1.83693
N1 -0.81349 0.85509 0.42550
C1 -3.74535 -5.76890 0.16673
C2 2.18090 1.59118 -0.53014
C3 4.17047 -3.55856 0.17052
C4 5.11978 -0.36310 -2.41024
C5 -1.79061 0.16850 0.05787
C6 0.83401 4.21882 -0.04659
C7 -0.90337 2.76343 1.90794
C8 -0.92671 3.73301 -1.70734
C9 -0.00899 2.97483 -0.61857
C10 3.60003 1.20820 -1.13557
C11 -0.37485 0.76776 3.59887
C12 -3.02699 -9.29904 -1.18337
C13 -2.45946 2.76365 -0.37057
C14 6.27101 0.53039 -2.13027
C15 -4.98980 2.68637 -0.73091
C16 3.74259 -0.04633 -1.90480
C17 -3.84090 2.70986 0.38773
C18 4.74028 2.12179 -0.87289
C19 1.71398 4.90752 -1.18243
C20 -0.42600 -4.18658 2.03952
C21 -1.11971 2.32986 0.37139
C22 0.94953 2.00257 -1.42752
C23 -1.49129 1.71933 2.96640
C24 6.08085 1.78741 -1.37598
H1 -0.82869 0.01627 4.30437
H2 -4.67019 -6.33979 0.18036
H3 -1.35262 -4.76383 2.05064
H4 -1.98900 -9.17115 -0.88625
H5 -4.01040 3.66909 0.95913
H6 0.19935 0.19759 2.81019
H7 6.95735 2.45577 -1.16496
H8 4.59394 3.06526 -0.29261
H9 -2.36533 1.13332 2.57085
H10 0.12977 -4.39641 1.12891
H11 4.96723 -4.15644 -0.26562
H12 0.42110 1.07751 -1.81977
H13 4.34981 -3.42456 1.23501
H14 -1.87404 2.33563 3.83797
H15 5.25349 -1.31900 -2.97127
H16 1.49383 3.95222 0.81762
H17 0.20461 2.80468 2.13374
H18 -5.08660 1.64383 -1.13762
H19 -2.71060 2.22623 -1.34427
H20 0.07481 5.00792 0.23910
H21 0.96498 6.69087 -1.13688
H22 -3.19191 -5.98518 -0.74310
H23 7.27510 0.20794 -2.51031
H24 1.33730 2.52176 -2.35819
H25 -5.93304 3.02216 -0.19821
H26 -3.12975 -10.19504 -1.79001
H27 -4.80545 3.46640 -1.52472
H28 2.85998 -0.70116 -2.09148
H29 0.32977 1.41934 4.18733
H30 -3.94501 1.83605 1.08931



Entry 5:
DFT (ωB97M-V/def2-TZVPD) results for a structure of composition C24H30BrClN3NaO4 at a distorted geometry.

Values from the calculation:
- Orbital gap: 9.219 eV

Atoms and positions in Å:
Br1 -2.35646 -2.92472 -0.31790
Cl1 1.90865 -0.60874 2.03094
Na1 0.05279 -0.09624 0.36342
O1 2.17141 -0.57782 0.57804
O2 2.10962 0.71804 2.56533
O3 2.76280 -1.56990 2.66680
O4 0.49380 -0.98139 2.20158
N1 -1.90558 1.27887 0.04563
N2 0.39788 -2.81651 -0.48520
N3 0.66200 2.08672 -0.35552
C1 3.36370 -5.07966 0.02056
C2 -0.43561 -4.98121 0.09567
C3 -4.05095 3.09357 -0.02437
C4 -5.09348 4.88983 -1.40692
C5 2.36662 3.76493 -0.31952
C6 -4.99743 5.11619 1.08409
C7 1.63755 -3.31363 -0.41945
C8 -0.24618 3.04279 -0.17250
C9 -6.55184 3.47933 0.03344
C10 -2.72552 3.50848 -0.13250
C11 0.85850 -5.46625 0.16901
C12 0.10060 4.38226 -0.04362
C13 1.93336 -4.62831 -0.09013
C14 1.87166 6.22669 0.04308
C15 2.74749 6.33544 1.29851
C16 2.68005 6.64590 -1.19116
C17 -5.17384 4.12770 -0.07689
C18 -4.26214 1.73264 0.12834
C19 1.94570 2.45417 -0.41923
C20 0.68498 7.17616 0.19230
C21 -3.16945 0.87764 0.15276
C22 -0.58718 -3.64727 -0.23510
C23 -1.68652 2.59688 -0.08266
C24 1.42972 4.77391 -0.11854
H1 -2.50546 4.55751 -0.26683
H2 2.18564 6.05356 2.19146
H3 0.09693 6.95714 1.08655
H4 2.43756 -2.60855 -0.60560
H5 2.08666 6.54130 -2.10232
H6 3.09620 7.36355 1.42277
H7 3.42559 3.98236 -0.37424
H8 -5.18849 4.21182 -2.25772
H9 3.94637 -4.76653 -0.84650
H10 1.05171 8.19996 0.28411
H11 -5.25641 1.31881 0.22270
H12 -7.31781 4.25579 -0.01565
H13 3.62337 5.68763 1.23678
H14 3.83747 -4.65052 0.90531
H15 -3.31636 -0.19068 0.26626
H16 2.98115 7.69176 -1.09737
H17 -5.03911 4.60558 2.04832
H18 2.66390 1.65100 -0.52921
H19 0.02190 7.13803 -0.67576
H20 -4.04266 5.64171 1.02258
H21 3.43113 -6.16468 0.09670
H22 1.03222 -6.50216 0.43809
H23 -5.90088 5.62336 -1.46381
H24 -6.73940 2.77730 -0.78227
H25 -5.79196 5.86555 1.06003
H26 -0.66762 5.11756 0.13382
H27 -6.68041 2.94786 0.97904
H28 -4.14949 5.42786 -1.50933
H29 3.58516 6.04821 -1.30903
H30 -1.29231 -5.60650 0.29803



Entry 6:
DFT (ωB97M-V/def2-TZVPD) results for a structure of composition C24H30BrN7O2PbSi2.

Values from the calculation:
- Total charge: +2
- Orbital gap: 8.340 eV

Atoms and positions in Å:
Pb1 2.40392 -0.81746 0.20587
Br1 5.26758 0.04796 -1.51223
Si1 -2.10302 -0.39723 0.71709
Si2 -1.75587 2.74490 -0.33297
O1 -0.82135 0.59126 -2.71852
O2 0.22499 0.68620 -0.70842
N1 0.23441 -4.43276 -1.49148
N2 2.11106 -3.21451 1.33682
N3 0.03298 -3.66556 -2.56649
N4 1.14593 -2.40849 -1.21264
N5 1.58861 -5.75673 2.29783
N6 1.20029 0.81718 1.63933
N7 2.59256 0.46401 -1.99628
C1 2.56855 -3.61123 2.51999
C2 0.12745 2.25446 3.73497
C3 1.14103 -5.37180 1.11272
C4 0.91424 -3.66116 -0.68349
C5 1.92257 1.08742 2.73864
C6 -1.11889 -1.56079 1.83322
C7 2.87083 1.78054 -4.40699
C8 -0.83595 1.06225 0.27389
C9 -3.18309 2.39794 -1.50498
C10 1.40037 -4.09303 0.62356
C11 1.44861 1.82469 3.79510
C12 2.30435 -4.88951 2.99972
C13 0.15663 0.69814 -2.03763
C14 -0.05112 1.29859 1.52924
C15 1.51520 0.89437 -2.66313
C16 -0.34013 3.78044 -1.02762
C17 1.60859 1.54629 -3.87896
C18 -2.54346 3.71091 1.07747
C19 3.99162 1.34652 -3.71984
C20 3.79213 0.68875 -2.51865
C21 -3.56854 0.30590 1.64868
C22 -0.61965 1.98143 2.60844
C23 0.57370 -2.46124 -2.40516
C24 -2.67151 -1.35471 -0.80251
H1 -0.74876 4.61388 -1.60343
H2 0.54286 -1.67885 -3.14454
H3 0.56120 -6.08017 0.53384
H4 -1.81676 4.22977 1.70308
H5 -1.64671 2.30321 2.54894
H6 -3.75158 -1.24677 -0.92174
H7 0.25381 4.20682 -0.21702
H8 -0.88973 -1.11231 2.80217
H9 -3.96163 1.80938 -1.01332
H10 2.67211 -5.21955 3.96314
H11 -2.21600 -1.02266 -1.72957
H12 0.70879 1.86856 -4.38403
H13 -0.47657 -4.03347 -3.35624
H14 -4.17921 -0.52817 2.00292
H15 -3.63285 3.35448 -1.78326
H16 -1.68515 -2.47603 2.01941
H17 0.33977 3.23804 -1.68708
H18 -2.47153 -2.42159 -0.66936
H19 4.99094 1.51215 -4.09535
H20 -4.20316 0.92341 1.01113
H21 -0.17408 -1.84673 1.36988
H22 -3.28970 0.89220 2.52518
H23 -3.19714 3.11238 1.71375
H24 2.08453 2.04223 4.64071
H25 -2.91414 1.88518 -2.41960
H26 3.14859 -2.89932 3.09483
H27 2.97748 2.30312 -5.34805
H28 2.92907 0.67728 2.76216
H29 -0.30814 2.80225 4.55988
H30 -3.17191 4.47734 0.61702



| no. | energy (eV) | M (u) |
| --- | --- | --- |
| 1 | -87162.659 | 589.41 |
| 2 | -186690.486 | 680.34 |
| 3 | -3402696.133 | 4227.98 |
| 4 | -209367.241 | 792.03 |
| 5 | -125012.545 | 562.87 |
| 6 | -130935.369 | 791.83 |